# 1
ORCA calculation (ωB97M-V/def2-TZVPD) on a cluster of 2 separate species, C5H11P in total at a distorted geometry.

energy relative to the best compared isomer or geometry (same formula, charge and spin) = 90.6 kcal per mole
highest occupied orbital energy (alpha / beta) = -7.639 / -7.427 eV
E = -538.2818 a.u.
multiplicity = 1

Last column: natural (NBO) charge in e.
Atoms and positions in Å:
C 0.40392 1.56438 0.43713  0.078
C 1.57685 2.11861 0.48832  -0.521
C -0.97372 1.89808 0.14211  -0.717
C 0.81055 -1.60001 -1.27310  -0.995
C -1.09231 -2.04496 0.67576  -0.941
P 0.65053 -1.31530 0.49806  0.639
H 1.77951 3.14415 0.66316  0.202
H 2.59172 1.49788 0.58501  0.216
H -1.58720 1.93915 1.02920  0.233
H -1.48722 1.09903 -0.61307  0.224
H -1.02723 2.87407 -0.35014  0.222
H 1.06166 -2.59129 -1.67495  0.242
H -0.16387 -1.15597 -1.58547  0.222
H 1.60244 -0.96659 -1.56774  0.229
H -1.42392 -1.54213 1.51899  0.222
H -1.80064 -1.88223 -0.02577  0.211
H -0.92106 -3.03687 1.05249  0.234

# 2
ORCA calculation (ωB97M-V/def2-TZVPD) on a cluster of 2 separate species, C5H11PS2 in total at a distorted geometry.

energy relative to the best compared isomer or geometry (same formula, charge and spin) = 133.9 kcal per mole
highest occupied orbital energy (alpha / beta) = -7.526 / -7.983 eV
E = -1334.6790 a.u.
multiplicity = 1

Last column: natural (NBO) charge in e.
Atoms and positions in Å:
C 2.63264 -1.03955 -1.30675  -0.500
C 0.38666 1.87291 -2.15026  -0.603
C -0.83557 -1.93806 1.70451  -0.633
C 0.19112 1.12547 -0.77498  -0.769
C 0.13656 -1.05822 1.05847  -0.700
P -0.21060 -0.66981 -0.81890  0.713
S 3.22892 -2.24994 -0.43576  0.059
S 3.40588 0.05174 -2.32822  0.148
H -0.59189 2.11809 -2.54282  0.205
H 0.87827 2.76587 -2.20095  0.211
H 1.00394 1.15914 -2.81651  0.201
H -0.50623 -2.89051 1.50319  0.215
H -0.89680 -1.64624 2.72583  0.220
H -1.92131 -1.94654 1.29964  0.203
H -0.50712 1.67274 -0.17254  0.226
H 1.27764 1.13696 -0.36953  0.230
H 1.16739 -1.47273 0.98330  0.245
H 0.25188 0.00630 1.62298  0.213
H 4.54989 -0.62831 -2.43396  0.120